137
Properties=species:S:1:pos:R:3:forces:R:3 method="wB97M-V/def2-TZVPD" relative_energy_kcal_mol=102.05 orbital_gap_ha=0.19707 homo_ev=-9.45 multiplicity=1 total_charge=+1
C -4.323998 2.246629 -4.675988 0.6352 -0.7283 0.4916
C -3.377137 1.025839 -5.203780 -1.3523 -0.1281 -0.5475
C -2.581312 1.373693 -6.548100 -0.3712 0.4961 0.2915
C -1.304943 2.328415 -6.366386 0.8021 -0.1474 -0.0673
C -0.601305 2.266235 -4.927374 0.2461 0.0507 -0.3041
C -1.153105 3.393744 -3.889735 0.6942 -0.3671 -0.4783
C 0.045660 3.734951 -2.889499 0.6388 0.3481 0.2828
C -0.048774 4.982737 -1.903186 -0.1263 -1.7362 -1.2603
N 0.687902 4.869416 -0.806138 -3.3103 -0.3850 -2.5065
C 0.803335 5.959395 0.199159 1.0667 2.0413 2.0592
C 0.043115 7.322339 -0.202636 -0.0664 -0.6408 -1.8863
C 0.371924 5.603767 1.694145 -0.8253 0.4677 0.7549
C -1.241727 5.606197 1.905761 0.4990 -0.3817 0.2405
C 1.385533 3.516821 -0.881297 3.0941 -0.4174 -0.3349
C 2.032303 2.898603 0.440721 -0.3151 -0.0961 0.1957
C 1.099243 2.050766 1.397615 -0.5936 -1.4113 1.5283
C 1.790033 0.770091 2.119433 -1.0039 0.2884 -0.3517
N -0.156128 2.261717 1.718317 2.9864 0.4749 -1.7043
P 3.019853 4.094578 -1.757977 3.1239 -2.9839 -0.2137
O 3.803468 2.936147 -2.393885 -2.0134 2.2774 0.8400
C 0.725134 2.570375 -1.992782 -1.2818 0.0177 -0.8937
C -0.163510 1.313163 -1.561490 -0.6080 -0.3522 -0.4643
C 0.706487 -0.065019 -1.527886 -0.5345 0.1473 -1.0245
C 0.112393 -1.177556 -0.544729 0.6001 -0.2840 -1.1847
C -1.463502 -1.165376 -0.353915 -1.5078 -0.7784 4.7183
O -1.903742 -1.471540 0.789117 1.6822 1.2494 -4.3063
O -2.434203 -0.811913 -1.333693 2.0234 0.8140 0.8173
H -4.181494 2.320557 -3.534563 -0.4328 0.0668 -1.6760
H -5.427024 1.989080 -4.873232 1.7429 0.6861 0.1894
H -4.006029 3.236760 -5.145771 -0.6157 -1.2821 0.5708
H -2.740915 0.615179 -4.352305 -0.6282 0.6016 -1.2183
H -4.119773 0.184538 -5.477282 1.3237 1.1239 0.4769
H -2.270959 0.407987 -7.070355 -0.3836 1.2657 0.7619
H -3.329303 1.919604 -7.236112 1.1442 -0.9480 0.9329
H -1.499751 3.427563 -6.601203 0.0258 -1.8167 0.2647
H -0.509847 1.978671 -7.127553 -1.2250 0.5520 1.1308
H 0.529446 2.447440 -5.091548 -1.6732 -0.1614 0.2972
H -0.693129 1.205422 -4.523614 0.1548 1.4162 -0.2861
H -2.081796 3.026530 -3.344311 1.1675 0.6623 -0.7422
H -1.364470 4.313353 -4.557944 0.0658 -1.3064 1.2790
H 0.905015 3.965252 -3.636964 -1.1442 0.2878 1.1891
H -0.720554 5.805613 -2.299592 1.2027 -0.5421 1.3848
H 1.923777 6.247120 0.239538 -1.6092 -0.6728 -0.1580
H 0.422802 7.626728 -1.249038 -0.4896 -0.2442 1.5838
H -1.094853 7.174569 -0.336562 1.8292 0.2234 0.5664
H 0.270302 8.184978 0.499933 -0.2613 -1.4489 -0.6842
H 0.830952 4.661061 2.134726 -0.5768 1.1865 -0.8807
H 0.751157 6.472861 2.354695 -0.3184 -1.3831 -1.2284
H -1.801203 5.230154 0.968861 0.7714 0.6653 1.4814
H -1.578372 6.653503 2.212371 0.3048 -1.4756 -0.7429
H -1.501287 4.915922 2.781019 0.3659 0.9009 -1.3330
H 2.507463 3.757430 1.030184 -0.6345 -1.2252 -0.6211
H 2.906240 2.221752 0.108749 -1.3954 1.0450 0.3225
H 0.933185 0.034288 2.328499 1.2769 1.1265 -0.1878
H 2.239106 1.052353 3.139699 -0.4475 -0.3421 -1.7185
H 2.537008 0.237468 1.435340 -0.8251 0.9509 1.0869
H -0.445056 3.093579 1.174912 -0.2825 -0.2530 0.3515
H 3.840289 4.572980 -0.656175 -0.9213 0.2802 -0.6001
H 2.809889 5.231239 -2.602003 -0.3752 -0.2992 0.3965
H 1.425958 2.084008 -2.772877 -0.2071 1.0255 1.8995
H -0.792804 1.460087 -0.620342 1.1314 -0.0911 -1.0861
H -0.932156 1.130223 -2.405292 1.2007 0.5444 1.3411
H 1.830512 0.141251 -1.378131 -1.7568 -0.3817 0.1872
H 0.636133 -0.505578 -2.595413 0.1887 0.8462 1.5873
H 0.373938 -2.202110 -1.012354 -0.4371 1.5127 0.7845
H 0.669659 -1.135316 0.456288 -1.5018 -0.1260 -1.2634
H -2.860439 0.001287 -0.960420 0.1225 -1.1946 -0.3157
C -0.454019 -4.900290 4.189194 0.0259 0.0562 0.0973
S 0.810672 -4.471811 2.975043 -0.3972 -0.1608 -0.1662
O 1.386995 -3.146251 3.376665 -0.3551 0.2085 0.0085
C -0.330303 -4.171300 1.613578 -0.2425 0.2088 0.2919
H 0.035302 -5.093321 5.144740 0.0319 0.0695 -0.0845
H -1.156696 -4.073035 4.302290 0.0987 0.0207 -0.0454
H -0.979850 -5.799263 3.863582 0.1011 0.0301 -0.0824
H -1.039697 -3.389299 1.889021 0.1942 0.0522 0.1329
H -0.861785 -5.093476 1.371048 0.2716 0.1350 0.0713
H 0.245352 -3.848184 0.745378 0.0703 -0.1309 0.1032
C -3.346499 7.557424 -6.503632 -0.0350 -0.0400 0.0720
S -2.030105 6.677218 -7.370746 -0.0788 0.0591 -0.0280
O -2.054873 5.256580 -6.899452 -0.0290 0.6619 0.1859
C -0.665451 7.503956 -6.526010 0.0819 -0.0474 0.0648
H -4.305669 7.170905 -6.849235 0.1302 -0.0284 -0.0461
H -3.256574 7.396112 -5.427807 0.0522 -0.0477 -0.0517
H -3.282787 8.622721 -6.731008 0.0309 -0.0641 -0.0494
H -0.743904 7.346118 -5.448465 -0.0886 -0.0245 -0.0338
H -0.689934 8.571008 -6.752419 -0.0304 -0.0629 -0.0323
H 0.271884 7.079435 -6.887295 -0.1245 -0.0149 -0.0598
C 1.651208 -1.285234 6.239105 -0.0802 0.1261 -0.0964
S 1.498157 -2.719165 7.325171 -0.0421 0.0871 -0.0243
O 0.044112 -2.902751 7.624639 0.2612 0.1661 -0.0553
C 2.253715 -1.941031 8.767594 -0.0606 -0.0008 0.0094
H 1.202446 -1.533141 5.275961 0.0588 -0.1716 0.0820
H 1.128977 -0.431014 6.675042 0.0001 -0.0835 0.1187
H 2.707407 -1.048325 6.096211 0.0056 -0.0961 0.0279
H 1.693995 -1.046399 9.044289 0.0526 -0.0693 -0.0580
H 3.289147 -1.681269 8.541298 -0.0495 -0.0328 -0.0410
H 2.232473 -2.651072 9.594881 -0.0496 0.0094 -0.1093
C 4.343450 -3.752395 3.268549 0.2113 0.1460 -0.0241
S 5.335278 -3.689105 4.773393 -0.0089 0.0830 -0.1661
O 5.800642 -2.277895 4.943651 -0.0904 -0.2698 -0.1365
C 6.726872 -4.642726 4.128947 0.1382 0.0225 -0.0134
H 3.430495 -3.180771 3.433728 0.0685 -0.1333 0.0901
H 4.899698 -3.316729 2.435767 0.1397 -0.0319 0.0946
H 4.085184 -4.789505 3.046567 -0.0141 0.0179 0.0753
H 7.137220 -4.151653 3.244836 -0.0749 0.0500 0.0473
H 6.392341 -5.650706 3.878170 -0.0474 0.0534 0.0468
H 7.494663 -4.698578 4.901427 -0.1143 0.0461 -0.0015
C -0.571184 -6.272950 -2.376988 0.0988 0.0497 -0.0666
S -1.263075 -7.154976 -0.961739 0.0530 -0.0941 -0.2201
O -0.536463 -6.682950 0.259838 0.0129 -0.4105 -0.4300
C -0.590041 -8.769596 -1.403443 0.0689 -0.1031 -0.0016
H -0.836486 -5.218246 -2.290571 -0.0558 -0.0870 0.1211
H 0.515900 -6.373793 -2.383744 -0.0342 -0.0440 0.1249
H -0.992170 -6.677330 -3.299649 -0.0651 -0.0559 0.1239
H 0.497815 -8.713571 -1.471853 -0.0462 0.0946 0.0467
H -1.011574 -9.089737 -2.358062 -0.0582 0.1467 0.0142
H -0.868088 -9.483373 -0.627197 -0.0277 0.1484 0.0116
C -0.524207 0.472601 12.849183 -0.0025 0.1015 0.0622
S 0.251662 -0.138078 11.337101 0.1370 0.0469 0.0889
O 1.688241 0.271927 11.373817 -0.4270 0.0313 -0.0362
C -0.606221 0.991763 10.220048 -0.0121 0.1422 -0.0200
H -0.105421 -0.072028 13.695838 0.0275 -0.0204 -0.1425
H -0.321632 1.538524 12.967304 0.0501 -0.0495 -0.0684
H -1.600253 0.296901 12.802576 0.0542 -0.0420 -0.0436
H -0.398771 2.025121 10.503916 0.0585 -0.0688 0.0568
H -1.679473 0.798788 10.260371 0.0609 -0.0643 0.0029
H -0.245268 0.814902 9.206276 0.0077 -0.0954 0.1075
C -2.202345 -7.627316 -7.238527 0.1115 0.0547 0.0058
S -2.895543 -8.510062 -5.824167 0.0343 -0.0249 -0.0311
O -2.170878 -8.038867 -4.603266 0.0360 -0.1379 -0.2686
C -2.220521 -10.125271 -6.264135 0.1091 -0.0389 0.0447
H -2.468651 -6.573485 -7.151748 -0.0477 -0.1078 0.0765
H -1.115582 -7.727840 -7.243945 -0.0504 -0.0427 0.0712
H -2.622210 -8.031655 -8.160930 -0.0330 -0.0105 0.0802
H -1.132637 -10.068801 -6.330882 -0.0489 0.0807 0.0256
H -2.639719 -10.447251 -7.218696 -0.0354 0.0605 0.0538
H -2.499363 -10.838737 -5.488070 -0.0469 0.1306 -0.0193